{"formula": "CHoNO4S2", "method": "ωB97M-V/def2-TZVPD", "lumo_energy_ev": [-1.76, -1.73], "energy_ha": -2138.264154, "spin_multiplicity": 5, "homo_lumo_gap_ha": [0.2198, 0.2214], "elements": ["O", "C", "O", "Ho", "N", "S", "S", "O", "O"], "xyz": [[-2.855, -0.681, -0.153], [-3.746, -0.050, 0.275], [-4.733, 0.426, 0.620], [-0.478, -0.762, -0.757], [1.337, -0.718, -2.273], [1.745, -1.963, -1.016], [1.795, 0.800, -1.745], [0.551, 1.120, -0.699], [1.551, 1.690, -2.951]]}

***

{"formula": "C32H31BFN6O4S2SbY", "method": "ωB97M-V/def2-TZVPD", "lumo_energy_ev": -2.55, "energy_ha": -3067.245608, "e_above_lowest_kcal_mol": 16.4, "total_charge": 1, "homo_lumo_gap_ha": 0.3076, "elements": ["Y", "C", "N", "C", "C", "N", "B", "N", "C", "C", "N", "C", "C", "S", "C", "S", "H", "H", "H", "H", "H", "H", "H", "H", "H", "H", "H", "H", "C", "C", "C", "C", "C", "C", "Sb", "C", "C", "C", "C", "C", "C", "C", "C", "C", "C", "C", "C", "H", "H", "H", "H", "H", "H", "H", "H", "H", "H", "H", "H", "H", "H", "H", "F", "C", "C", "N", "C", "C", "O", "O", "C", "O", "N", "C", "O", "H", "H", "H", "H"], "xyz": [[-1.078, 1.509, -0.729], [-0.557, 5.125, -3.442], [0.621, 4.319, -3.122], [1.891, 4.803, -2.875], [2.669, 3.728, -2.629], [1.883, 2.597, -2.717], [2.439, 1.150, -2.548], [2.932, 0.931, -1.055], [4.022, 0.127, -0.764], [4.141, 0.044, 0.577], [3.118, 0.805, 1.108], [2.838, 0.977, 2.532], [2.399, 1.354, 0.102], [1.120, 2.503, 0.358], [0.633, 2.975, -3.025], [-0.772, 1.983, -3.316], [-0.270, 6.173, -3.415], [-1.339, 4.941, -2.712], [-0.928, 4.873, -4.433], [2.121, 5.856, -2.898], [3.719, 3.669, -2.390], [1.561, 0.364, -2.786], [3.407, 1.006, -3.259], [4.612, -0.320, -1.549], [4.839, -0.494, 1.198], [3.340, 0.182, 3.077], [1.767, 0.908, 2.697], [3.192, 1.945, 2.883], [2.213, -2.975, 3.291], [0.910, -2.498, 3.361], [0.277, -2.049, 2.209], [0.932, -2.081, 0.982], [2.239, -2.556, 0.917], [2.875, -3.003, 2.071], [-0.067, -1.343, -0.749], [-2.013, -2.171, -0.434], [-3.019, -1.295, -0.017], [-4.325, -1.730, 0.181], [-4.634, -3.063, -0.041], [-3.645, -3.945, -0.470], [-2.344, -3.503, -0.672], [0.694, -2.686, -2.193], [0.843, -2.274, -3.515], [1.278, -3.180, -4.476], [1.564, -4.490, -4.119], [1.413, -4.903, -2.801], [0.977, -4.005, -1.835], [2.707, -3.336, 4.186], [0.386, -2.485, 4.309], [-0.740, -1.683, 2.260], [2.768, -2.583, -0.029], [3.889, -3.380, 2.014], [-2.806, -0.249, 0.176], [-5.091, -1.033, 0.502], [-5.646, -3.417, 0.111], [-3.895, -4.982, -0.655], [-1.594, -4.201, -1.022], [0.629, -1.252, -3.802], [1.393, -2.857, -5.503], [1.906, -5.193, -4.870], [1.637, -5.924, -2.521], [0.869, -4.338, -0.808], [-4.815, 2.146, 5.655], [-3.952, 1.869, 4.690], [-3.442, 2.827, 3.925], [-2.524, 2.567, 2.911], [-2.067, 3.647, 2.041], [-2.238, 3.261, 0.589], [-3.012, 2.302, 0.295], [-1.449, 3.755, -0.260], [-2.102, 1.292, 2.661], [-1.274, 1.005, 1.784], [-2.650, 0.329, 3.451], [-3.596, 0.471, 4.488], [-4.016, -0.482, 5.085], [-3.724, 3.860, 4.074], [-1.013, 3.860, 2.202], [-2.642, 4.545, 2.255], [-2.382, -0.620, 3.244]]}